# 1
C4H6N2OS as an isolated structure. Source: the OMol25 dataset; level of theory: the ωB97M-V functional and the def2-TZVPD basis.

Atoms and positions in Å:
C (-0.77, -0.40, 0.47)
C (0.46, -1.28, 0.26)
C (1.50, -0.37, -0.29)
C (-0.27, 0.99, -0.02)
H (-3.02, -0.02, 0.34)
H (-0.91, -0.37, 1.53)
H (0.93, -1.95, 1.08)
H (0.37, -2.18, -0.51)
H (1.64, 1.62, -0.49)
H (-0.48, 2.87, -0.53)
N (1.11, 0.86, -0.25)
N (-1.12, 2.01, -0.31)
O (2.59, -0.75, -0.65)
S (-2.03, -1.02, -0.64)

## Properties
2S+1: 1
Energy (hartree): -738.88535



# 2
One molecule with the formula C2H8NOP. Source: the OMol25 dataset; level of theory: the ωB97M-V functional and the def2-TZVPD basis.

Atoms and positions in Å:
C (1.36, 0.47, 0.49)
C (0.87, -0.69, -0.37)
N (-0.55, -0.87, -0.15)
P (-1.72, 0.32, -0.39)
O (-2.82, 0.12, 0.54)
H (0.97, 0.28, 1.55)
H (2.44, 0.41, 0.64)
H (1.03, 1.39, 0.15)
H (1.07, -0.45, -1.41)
H (1.31, -1.59, 0.08)
H (-0.78, -1.18, 0.83)
H (-0.94, 1.46, -0.17)
H (-2.24, 0.32, -1.80)

## Properties
2S+1: 1
SMILES: CCN[PH2]=O
Energy (hartree): -552.33626



# 3
One molecule with the formula C3H5ClNO2P. Source: the OMol25 dataset; level of theory: the ωB97M-V functional and the def2-TZVPD basis.

Atoms and positions in Å:
C (-1.30, 0.44, 0.06)
C (-0.29, -0.68, -0.14)
C (1.00, -0.15, -0.77)
N (-2.09, 0.49, 1.11)
O (-1.29, 1.07, -1.14)
O (0.95, 0.25, -2.15)
P (-0.30, 0.94, -2.86)
Cl (0.07, 2.90, -2.92)
H (-0.17, -1.30, 0.74)
H (-0.78, -1.37, -0.71)
H (1.13, 0.71, -0.18)
H (1.78, -0.86, -0.90)
H (-2.81, 1.18, 1.20)

## Properties
Expectation value of S²: 2.013
2S+1: 3
Energy (hartree): -1123.93996



# 4
One molecule with the formula C11H14BrNO3S. Source: the OMol25 dataset; level of theory: the ωB97M-V functional and the def2-TZVPD basis.

Atoms and positions in Å:
O (2.98, -0.04, -1.51)
S (1.68, -0.32, -0.98)
O (1.26, -1.68, -0.94)
N (0.66, 0.58, -1.95)
C (-0.58, 1.16, -1.48)
C (-1.60, 0.10, -1.06)
C (-1.80, -1.03, -2.06)
C (-2.36, -2.13, -1.16)
C (-1.55, -1.90, 0.12)
O (-1.22, -0.51, 0.16)
C (1.59, 0.41, 0.66)
C (1.22, -0.37, 1.75)
C (1.17, 0.21, 3.00)
C (1.49, 1.55, 3.14)
Br (1.41, 2.35, 4.86)
C (1.88, 2.32, 2.06)
C (1.93, 1.74, 0.81)
H (1.24, 1.25, -2.45)
H (-1.01, 1.75, -2.29)
H (-0.42, 1.82, -0.61)
H (-2.56, 0.63, -0.90)
H (-0.83, -1.33, -2.46)
H (-2.47, -0.76, -2.88)
H (-3.42, -1.96, -0.98)
H (-2.21, -3.13, -1.56)
H (-2.11, -2.14, 1.03)
H (-0.62, -2.47, 0.09)
H (0.98, -1.40, 1.59)
H (0.88, -0.37, 3.87)
H (2.13, 3.36, 2.19)
H (2.25, 2.30, -0.06)

## Properties
2S+1: 1
SMILES: O=S(=O)(NC[C@H]1CCCO1)c1ccc(Br)cc1
Energy (hartree): -3680.21772



# 5
One molecule with the formula C5H4O2. Source: the OMol25 dataset; level of theory: the ωB97M-V functional and the def2-TZVPD basis.

Atoms and positions in Å:
O (2.22, -1.49, 0.55)
C (1.25, -0.85, 0.21)
C (1.16, 0.56, -0.10)
C (-0.04, 1.18, -0.04)
C (-1.26, 0.42, 0.04)
C (-1.15, -0.92, -0.03)
O (0.03, -1.56, 0.10)
H (2.08, 1.09, -0.34)
H (-0.11, 2.26, -0.12)
H (-2.23, 0.90, 0.03)
H (-1.96, -1.60, -0.28)

## Properties
2S+1: 1
SMILES: O=c1cccco1
Energy (hartree): -343.38577



# 6
C21H16CoO2S4 as an isolated structure. Source: the OMol25 dataset; level of theory: the ωB97M-V functional and the def2-TZVPD basis.

Atoms and positions in Å:
Co (0.05, 0.15, -0.31)
S (-1.24, -1.23, -1.71)
S (-2.79, -0.22, -2.58)
S (-2.95, 1.71, -2.24)
S (-1.12, 1.67, 0.53)
O (3.73, -1.31, -1.41)
C (2.62, -1.40, -0.92)
O (1.87, -0.41, -0.57)
C (2.03, -2.78, -0.67)
C (0.94, -2.98, 0.17)
C (0.44, -4.25, 0.39)
C (1.02, -5.35, -0.22)
C (2.12, -5.16, -1.06)
C (2.63, -3.89, -1.27)
H (0.48, -2.13, 0.66)
H (-0.42, -4.38, 1.05)
H (0.63, -6.34, -0.05)
H (2.58, -6.02, -1.54)
H (3.49, -3.72, -1.90)
C (1.46, 1.59, 6.58)
C (0.15, 1.48, 6.13)
C (-0.12, 1.39, 4.78)
C (0.91, 1.40, 3.84)
C (2.22, 1.54, 4.30)
C (2.50, 1.62, 5.65)
C (0.63, 1.33, 2.39)
C (-0.31, 0.59, 1.75)
C (-1.16, -0.43, 2.42)
C (-0.55, -1.34, 3.30)
C (-1.28, -2.34, 3.91)
C (-2.64, -2.48, 3.65)
C (-3.25, -1.61, 2.76)
C (-2.52, -0.61, 2.14)
H (1.68, 1.66, 7.64)
H (-0.66, 1.47, 6.85)
H (-1.15, 1.31, 4.43)
H (3.03, 1.56, 3.57)
H (3.53, 1.72, 5.98)
H (1.28, 1.95, 1.77)
H (0.51, -1.25, 3.49)
H (-0.78, -3.03, 4.58)
H (-3.21, -3.28, 4.12)
H (-4.30, -1.72, 2.53)
H (-2.99, 0.05, 1.43)

## Properties
Expectation value of S²: 6.076
Charge: -1
2S+1: 5
Energy (hartree): -3935.94095